Record 1
{
  "formula": "C44H52BrN4O3PbSi3",
  "method": "ωB97M-V/def2-TZVPD",
  "e_homo_ev": -5.23,
  "energy_ha": -5788.1594,
  "lumo_ev": 2.16,
  "total_charge": -1,
  "fmax_ev_per_a": 3.45,
  "orbital_gap_ha": 0.2714,
  "elements": ["Pb", "O", "C", "O", "C", "C", "C", "N", "C", "C", "C", "C", "C", "C", "C", "N", "C", "C", "C", "C", "C", "N", "H", "H", "H", "H", "H", "H", "H", "H", "H", "H", "C", "Si", "C", "C", "C", "Si", "C", "C", "C", "H", "H", "H", "H", "H", "H", "H", "H", "H", "H", "H", "H", "H", "H", "H", "H", "H", "H", "H", "Br", "C", "C", "C", "C", "N", "C", "H", "H", "H", "H", "C", "C", "C", "C", "Si", "O", "C", "C", "C", "C", "C", "C", "C", "C", "C", "C", "C", "C", "H", "H", "H", "H", "H", "H", "H", "H", "H", "H", "H", "H", "H", "H", "H", "H", "H", "H", "H"],
  "xyz": [[0.057, 0.569, -0.195], [4.657, 2.683, 4.780], [3.660, 2.023, 5.090], [3.044, 1.951, 6.149], [3.152, 1.122, 3.925], [3.832, 1.119, 2.737], [3.285, 0.354, 1.623], [2.188, -0.302, 1.766], [1.495, -0.303, 2.897], [1.917, 0.436, 3.976], [0.144, -0.984, 2.849], [-0.362, -1.602, 4.027], [-1.631, -2.124, 4.091], [-2.383, -2.094, 2.877], [-1.824, -1.503, 1.744], [-0.638, -0.898, 1.762], [3.893, 0.461, 0.251], [5.243, 0.862, 0.047], [5.762, 1.036, -1.183], [4.955, 0.642, -2.273], [3.671, 0.217, -2.023], [3.154, 0.061, -0.779], [4.746, 1.689, 2.705], [1.320, 0.521, 4.871], [0.330, -1.709, 4.854], [-2.048, -2.604, 4.985], [-3.355, -2.569, 2.782], [-2.381, -1.479, 0.809], [5.804, 1.160, 0.900], [6.782, 1.443, -1.325], [5.386, 0.635, -3.293], [2.996, -0.144, -2.798], [-1.055, 4.148, 1.272], [-2.355, 2.760, 1.232], [-2.154, 1.675, 2.852], [-4.115, 3.415, 1.435], [-2.070, 1.664, -0.223], [-2.439, 2.397, -1.866], [-1.255, 3.752, -2.480], [-2.242, 1.079, -3.167], [-4.177, 3.139, -2.139], [-1.044, 4.766, 2.167], [-1.083, 4.851, 0.384], [-0.122, 3.591, 1.313], [-2.430, 2.355, 3.656], [-1.155, 1.284, 3.022], [-2.859, 0.847, 2.956], [-4.204, 3.815, 2.415], [-4.806, 2.548, 1.408], [-4.461, 4.056, 0.654], [-2.753, 0.817, -0.137], [-0.233, 3.302, -2.449], [-1.277, 4.759, -1.944], [-1.393, 3.998, -3.532], [-1.169, 0.818, -3.287], [-2.550, 1.506, -4.213], [-2.767, 0.195, -2.895], [-4.425, 4.051, -1.633], [-4.960, 2.383, -1.886], [-4.282, 3.311, -3.226], [3.738, 7.082, 3.341], [3.388, 6.008, 1.877], [3.629, 6.396, 0.577], [3.340, 5.499, -0.498], [2.756, 4.298, -0.186], [2.584, 3.857, 1.080], [2.846, 4.729, 2.052], [4.126, 7.344, 0.341], [3.550, 5.834, -1.520], [2.490, 3.594, -0.948], [2.766, 4.354, 3.048], [1.001, -2.294, -3.643], [-0.398, -2.979, -3.377], [-0.184, -4.489, -3.579], [-1.346, -2.390, -4.451], [-0.869, -2.696, -1.574], [-0.894, -1.157, -1.188], [0.281, -3.612, -0.434], [0.187, -5.023, -0.239], [1.126, -5.735, 0.463], [2.208, -5.054, 1.064], [2.333, -3.667, 0.948], [1.382, -2.982, 0.179], [-2.549, -3.391, -1.197], [-3.660, -3.330, -2.014], [-4.892, -3.799, -1.600], [-5.044, -4.420, -0.372], [-3.947, -4.516, 0.434], [-2.705, -3.992, 0.054], [1.358, -2.343, -4.705], [1.830, -2.693, -3.055], [0.967, -1.209, -3.489], [0.054, -4.729, -4.650], [-1.100, -5.052, -3.408], [0.562, -4.954, -2.950], [-0.870, -2.641, -5.381], [-1.502, -1.328, -4.343], [-2.310, -2.887, -4.530], [-0.598, -5.602, -0.709], [1.216, -6.801, 0.440], [2.957, -5.699, 1.558], [3.112, -3.078, 1.380], [1.561, -1.912, 0.054], [-3.573, -2.856, -2.990], [-5.821, -3.712, -2.201], [-6.004, -4.850, -0.146], [-4.160, -5.034, 1.377], [-1.933, -4.039, 0.792]],
  "lowdin_charge": [1.300, -0.047, -0.726, -0.025, -0.088, 0.057, -0.212, 0.084, -0.230, 0.058, -0.194, -0.011, -0.036, -0.041, -0.150, 0.023, -0.203, -0.028, -0.078, -0.074, -0.138, 0.067, 0.105, 0.119, 0.116, 0.112, 0.100, 0.104, 0.098, 0.117, 0.107, 0.092, -0.176, 0.393, -0.164, -0.185, -0.577, 0.322, -0.197, -0.214, -0.193, 0.024, 0.037, -0.009, 0.019, 0.004, 0.022, 0.006, 0.042, -0.005, -0.003, 0.020, 0.039, 0.015, 0.024, 0.073, 0.006, -0.004, 0.038, 0.024, 0.786, -0.720, -0.114, -0.060, -0.151, 0.090, -0.170, 0.103, 0.104, 0.090, 0.096, -0.098, -0.551, -0.107, -0.078, 0.385, -0.496, -0.197, -0.120, -0.102, -0.089, -0.073, -0.093, -0.203, -0.085, -0.097, -0.117, -0.096, -0.113, 0.087, 0.073, 0.055, 0.091, 0.071, 0.063, 0.065, 0.055, 0.061, 0.100, 0.088, 0.099, 0.089, 0.041, 0.086, 0.108, 0.095, 0.105, 0.083]
}


Record 2
{
  "formula": "C10H11BiCl6Lu",
  "method": "ωB97M-V/def2-TZVPD",
  "e_homo_ev": -2.59,
  "energy_ha": -4598.9002,
  "lumo_ev": 2.37,
  "total_charge": -1,
  "fmax_ev_per_a": 4.61,
  "orbital_gap_ha": 0.1823,
  "elements": ["Bi", "Cl", "C", "C", "H", "H", "H", "H", "H", "H", "Lu", "C", "C", "H", "H", "H", "H", "H", "Cl", "C", "C", "C", "Cl", "C", "Cl", "C", "Cl", "C", "Cl"],
  "xyz": [[-2.888, -1.362, -0.949], [-0.679, -0.012, -2.233], [-4.077, 0.631, -1.233], [-2.279, -3.059, -2.454], [-5.125, 0.324, -1.372], [-3.955, 1.226, -0.320], [-3.673, 1.149, -2.112], [-3.206, -3.617, -2.657], [-1.535, -3.686, -1.949], [-1.869, -2.587, -3.358], [0.166, 0.177, 0.125], [2.049, -1.011, 0.382], [-1.562, -1.115, 0.920], [1.874, -1.943, 0.935], [2.434, -1.277, -0.612], [2.820, -0.435, 0.910], [-1.243, -2.153, 1.149], [-2.286, -0.818, 1.702], [2.828, 1.963, -1.881], [2.304, 2.821, -0.486], [1.220, 2.318, 0.206], [0.831, 2.798, 1.434], [-0.395, 1.785, 2.260], [1.441, 3.948, 1.972], [0.926, 4.551, 3.500], [2.508, 4.547, 1.236], [3.307, 5.931, 1.858], [2.954, 3.975, 0.008], [4.280, 4.622, -0.859]],
  "lowdin_charge": [1.165, -0.165, -0.404, -0.414, -0.041, -0.036, -0.052, -0.042, -0.036, -0.059, 0.993, -0.349, -0.676, -0.047, -0.046, -0.045, -0.082, -0.088, 0.667, -0.740, -0.332, -0.676, 0.632, -0.700, 0.656, -0.696, 0.657, -0.707, 0.662]
}


Record 3
{
  "formula": "C3H4N2",
  "method": "ωB97M-V/def2-TZVPD",
  "e_homo_ev": -8.33,
  "e_above_lowest_kcal_mol": 99.2,
  "energy_ha": -226.0671,
  "lumo_ev": 1.19,
  "total_charge": 0,
  "fmax_ev_per_a": 4.50,
  "orbital_gap_ha": 0.3500,
  "elements": ["C", "C", "C", "N", "N", "H", "H", "H", "H"],
  "xyz": [[1.245, 0.395, 0.136], [-1.108, 0.747, 0.808], [0.856, -0.671, -0.246], [0.309, -1.851, -0.533], [-1.348, 1.850, 0.455], [1.386, 1.436, 0.210], [0.667, -2.515, -1.193], [-0.365, -2.053, 0.297], [-1.642, 2.661, 0.066]],
  "lowdin_charge": [-0.004, -0.035, -0.375, 0.050, 0.089, 0.015, 0.086, 0.144, 0.029]
}


Record 4
{
  "formula": "C17H39LuO2P3",
  "method": "ωB97M-V/def2-TZVPD",
  "e_homo_ev": [-17.17, -17.09],
  "e_above_lowest_kcal_mol": 54.3,
  "energy_ha": -3080.1553,
  "lumo_ev": [-13.82, -14.03],
  "total_charge": 3,
  "fmax_ev_per_a": 6.31,
  "orbital_gap_ha": [0.1234, 0.1125],
  "elements": ["Lu", "P", "P", "P", "H", "C", "C", "H", "C", "C", "C", "C", "C", "C", "C", "C", "C", "H", "H", "H", "H", "H", "H", "H", "H", "H", "H", "H", "H", "H", "H", "H", "H", "H", "H", "H", "H", "H", "H", "H", "H", "H", "H", "H", "H", "H", "C", "C", "C", "C", "C", "C", "O", "H", "H", "H", "H", "H", "H", "O", "H", "H"],
  "xyz": [[-0.241, 0.349, 1.064], [-1.923, -1.777, 1.649], [1.357, -0.811, 3.190], [1.348, -1.483, -0.324], [-0.714, 6.151, -5.548], [-0.795, 5.235, -6.140], [-1.964, 4.623, -6.372], [-2.911, 5.023, -6.003], [-3.485, -1.148, 2.380], [-1.643, -3.270, 2.663], [-2.506, -2.490, 0.060], [2.976, 0.045, 3.313], [0.668, -0.457, 4.860], [1.859, -2.556, 3.444], [0.823, -1.376, -2.079], [1.537, -3.287, -0.114], [3.098, -0.935, -0.451], [0.132, 4.868, -6.603], [-2.025, 3.753, -7.034], [-3.773, -0.194, 1.912], [-3.372, -0.985, 3.462], [-4.292, -1.876, 2.219], [-1.382, -2.985, 3.692], [-0.828, -3.878, 2.250], [-2.554, -3.881, 2.692], [-2.819, -1.685, -0.622], [-3.364, -3.150, 0.246], [-1.708, -3.068, -0.430], [3.502, -0.246, 4.234], [2.797, 1.127, 3.318], [3.600, -0.192, 2.444], [1.302, -0.912, 5.634], [-0.343, -0.874, 4.947], [0.616, 0.624, 5.036], [2.934, -2.625, 3.651], [1.642, -3.148, 2.550], [1.313, -3.004, 4.285], [1.314, -2.157, -2.676], [1.077, -0.389, -2.488], [-0.266, -1.503, -2.140], [1.745, -3.763, -1.082], [0.612, -3.717, 0.291], [2.361, -3.519, 0.571], [3.546, -1.280, -1.393], [3.686, -1.310, 0.398], [3.101, 0.160, -0.426], [-0.654, 1.933, -1.688], [0.426, 2.849, -1.728], [0.782, 3.442, -2.926], [0.055, 3.174, -4.082], [-1.083, 2.368, -4.025], [-1.438, 1.734, -2.845], [-0.914, 1.245, -0.586], [1.291, 1.432, 0.714], [1.010, 3.015, -0.824], [1.631, 4.125, -2.973], [0.369, 3.640, -5.012], [-1.696, 2.256, -4.920], [-2.293, 1.055, -2.815], [-1.040, 1.685, 2.768], [-0.832, 2.618, 2.956], [-1.654, 1.403, 3.459]],
  "lowdin_charge": [1.104, 0.696, 0.697, 0.693, 0.089, -0.019, 0.014, 0.088, -0.264, -0.246, -0.262, -0.269, -0.276, -0.250, -0.270, -0.251, -0.260, 0.084, 0.087, 0.046, 0.056, 0.069, 0.047, 0.042, 0.074, 0.043, 0.069, 0.039, 0.069, 0.045, 0.030, 0.069, 0.034, 0.045, 0.068, -0.003, 0.059, 0.066, 0.038, 0.033, 0.068, 0.026, 0.051, 0.069, 0.046, 0.022, -0.271, 0.081, 0.044, 0.074, 0.027, 0.084, -0.215, -0.055, 0.109, 0.153, 0.099, 0.134, 0.154, -0.136, 0.118, 0.094]
}


Record 5
{
  "formula": "C53H48Cl3LaN3O3P2Si",
  "method": "ωB97M-V/def2-TZVPD",
  "e_homo_ev": -4.74,
  "e_above_lowest_kcal_mol": 38.1,
  "energy_ha": -4822.9623,
  "lumo_ev": 2.26,
  "total_charge": -1,
  "fmax_ev_per_a": 2.56,
  "orbital_gap_ha": 0.2571,
  "elements": ["La", "C", "Si", "C", "C", "C", "C", "C", "C", "P", "C", "C", "C", "C", "C", "C", "C", "C", "C", "C", "C", "C", "C", "C", "C", "C", "C", "C", "P", "C", "C", "C", "C", "C", "C", "C", "C", "C", "C", "C", "C", "H", "H", "H", "H", "H", "H", "H", "H", "H", "H", "H", "H", "H", "H", "H", "H", "H", "H", "H", "H", "H", "H", "H", "H", "H", "H", "H", "H", "H", "H", "H", "N", "C", "N", "C", "N", "C", "C", "C", "C", "C", "C", "C", "C", "C", "C", "C", "C", "O", "H", "H", "H", "H", "H", "H", "H", "H", "H", "H", "H", "H", "H", "H", "H", "H", "H", "Cl", "C", "Cl", "Cl", "C", "O", "O"],
  "xyz": [[0.430, -1.413, -0.205], [1.719, 2.229, 2.062], [0.349, 0.964, 1.478], [-0.549, 0.116, 2.984], [-1.947, 0.213, 2.955], [-2.776, -0.483, 3.811], [-2.222, -1.336, 4.751], [-0.851, -1.456, 4.805], [-0.006, -0.745, 3.944], [1.698, -1.402, 4.208], [1.874, -0.782, 5.942], [2.675, -1.521, 6.806], [2.836, -1.148, 8.128], [2.178, -0.031, 8.611], [1.373, 0.711, 7.762], [1.213, 0.337, 6.441], [2.959, -0.334, 3.401], [3.680, 0.640, 4.085], [4.748, 1.284, 3.487], [5.115, 0.973, 2.187], [4.419, -0.013, 1.505], [3.371, -0.679, 2.114], [-0.956, 2.410, 1.219], [-1.197, 3.319, 2.250], [-2.036, 4.402, 2.081], [-2.668, 4.614, 0.865], [-2.456, 3.723, -0.167], [-1.607, 2.630, 0.009], [-1.394, 1.402, -1.341], [-0.847, 2.484, -2.713], [-0.326, 3.762, -2.531], [0.144, 4.482, -3.617], [0.124, 3.927, -4.885], [-0.371, 2.644, -5.070], [-0.856, 1.930, -3.992], [-3.185, 1.269, -1.738], [-3.807, 1.792, -2.864], [-5.162, 1.596, -3.065], [-5.910, 0.873, -2.152], [-5.300, 0.356, -1.019], [-3.948, 0.555, -0.815], [1.593, 3.165, 1.527], [2.720, 1.880, 1.862], [1.651, 2.435, 3.126], [-2.408, 0.857, 2.218], [-3.849, -0.372, 3.729], [-2.848, -1.908, 5.421], [-0.404, -2.135, 5.520], [3.177, -2.402, 6.428], [3.464, -1.736, 8.786], [2.293, 0.263, 9.645], [0.859, 1.584, 8.139], [0.574, 0.919, 5.792], [3.409, 0.909, 5.096], [5.291, 2.037, 4.041], [5.930, 1.505, 1.718], [4.697, -0.275, 0.495], [2.886, -1.493, 1.592], [-0.727, 3.159, 3.211], [-2.209, 5.086, 2.900], [-3.325, 5.463, 0.727], [-2.957, 3.865, -1.114], [-0.279, 4.186, -1.539], [0.536, 5.481, -3.470], [0.496, 4.490, -5.732], [-0.368, 2.197, -6.053], [-1.234, 0.928, -4.133], [-3.236, 2.360, -3.582], [-5.634, 2.008, -3.945], [-6.964, 0.708, -2.326], [-5.877, -0.211, -0.301], [-3.466, 0.156, 0.072], [1.854, -6.201, -4.132], [2.164, -5.489, -3.277], [2.593, -4.794, -2.289], [2.270, -3.778, -1.653], [2.144, -2.839, -0.952], [-2.821, -1.990, -2.710], [-1.887, -2.797, -3.611], [-1.159, -3.876, -2.815], [-0.841, -1.946, -4.295], [-0.778, -2.021, -5.672], [0.185, -1.337, -6.384], [1.141, -0.632, -5.685], [1.146, -0.550, -4.298], [2.373, 0.137, -3.721], [3.500, -0.901, -3.666], [2.234, 0.823, -2.364], [0.115, -1.185, -3.555], [-0.012, -1.036, -2.251], [-3.448, -2.658, -2.119], [-3.466, -1.344, -3.305], [-2.235, -1.367, -2.032], [-2.497, -3.280, -4.387], [-0.541, -3.364, -2.074], [-0.510, -4.463, -3.464], [-1.857, -4.546, -2.314], [-1.503, -2.628, -6.200], [0.193, -1.371, -7.463], [1.930, -0.143, -6.241], [2.655, 0.912, -4.447], [3.218, -1.699, -2.983], [4.428, -0.449, -3.317], [3.665, -1.335, -4.651], [2.256, 0.094, -1.544], [1.307, 1.389, -2.311], [3.064, 1.517, -2.223], [-2.388, -4.619, 2.362], [-1.237, -3.609, 1.564], [-0.443, -4.441, 0.222], [-2.038, -2.185, 0.866], [0.023, -3.214, 2.455], [0.155, -3.823, 3.485], [0.730, -2.362, 1.887]],
  "lowdin_charge": [1.562, -0.218, 0.598, -0.301, -0.175, -0.107, -0.084, -0.139, -0.382, 1.167, -0.390, -0.104, -0.098, -0.105, -0.090, -0.098, -0.352, -0.097, -0.092, -0.100, -0.090, -0.137, -0.335, -0.111, -0.086, -0.089, -0.108, -0.395, 1.103, -0.370, -0.080, -0.084, -0.090, -0.072, -0.117, -0.366, -0.088, -0.086, -0.096, -0.081, -0.117, 0.020, -0.024, 0.021, 0.078, 0.099, 0.101, 0.106, 0.099, 0.097, 0.094, 0.098, 0.108, 0.097, 0.101, 0.099, 0.103, 0.066, 0.102, 0.096, 0.097, 0.105, 0.102, 0.100, 0.097, 0.105, 0.107, 0.096, 0.099, 0.096, 0.103, 0.073, 0.087, -0.422, 0.109, -0.389, -0.058, -0.067, -0.351, -0.090, -0.140, -0.052, -0.099, -0.075, -0.147, -0.354, -0.050, -0.062, -0.289, -0.489, 0.079, 0.084, 0.018, 0.130, -0.013, 0.079, 0.071, 0.107, 0.092, 0.111, 0.130, 0.052, 0.078, 0.079, 0.025, 0.044, 0.090, 0.684, -1.443, 0.726, 0.672, -0.863, 0.024, -0.359]
}